No. 1
Entry from the Open Molecules 2025 dataset: C49H38Cl2OP2SSn as an isolated structure (wB97M-V/def2-TZVPD).

The calculation puts the HOMO energy at -17.9 eV. The charge is +4.

Geometry (Å):
Sn: -0.435258 0.972263 -2.393998
O: 0.970749 -0.084934 -1.332952
S: -0.010964 0.162392 1.162845
C: -1.221383 0.342989 2.376651
C: -0.855288 0.552498 3.734897
C: -1.753324 0.507824 4.772190
C: -3.093448 0.229981 4.464037
C: -4.269923 0.083153 5.358269
C: -5.447193 -0.237835 4.417116
C: -4.838689 -0.260679 3.055782
C: -5.396180 -0.497012 1.804244
C: -4.565560 -0.412406 0.699927
C: -3.181396 -0.123384 0.751941
P: -2.438369 -0.084213 -0.927410
C: -3.693804 0.555422 -2.045621
C: -4.534597 -0.261761 -2.806209
C: -5.474876 0.315755 -3.645090
C: -5.577866 1.699151 -3.729723
C: -4.738944 2.516816 -2.980250
C: -3.792346 1.948745 -2.145063
C: -2.037210 -1.782020 -1.352662
C: -1.748138 -2.058184 -2.696051
C: -1.360184 -3.332930 -3.075438
C: -1.260548 -4.336578 -2.118498
C: -1.540072 -4.065297 -0.786523
C: -1.927883 -2.789972 -0.398577
C: -2.587210 0.074944 2.021023
C: -3.465616 0.014948 3.130866
C: 1.229391 1.291386 1.530699
C: 0.908139 2.442848 2.306978
C: 1.849034 3.243675 2.903097
C: 3.196101 2.874370 2.762615
C: 4.419936 3.471030 3.356382
C: 5.585874 2.625610 2.807460
C: 4.931939 1.640742 1.893595
C: 5.466489 0.659552 1.073380
C: 4.591205 -0.033108 0.251106
C: 3.191513 0.137081 0.246925
P: 2.406478 -0.675193 -1.171962
C: 2.317747 -2.417573 -0.875259
C: 1.897891 -3.251279 -1.919088
C: 1.811069 -4.616038 -1.711264
C: 2.141776 -5.152229 -0.470303
C: 2.547921 -4.328293 0.570007
C: 2.635699 -2.959077 0.371526
C: 3.368721 -0.293971 -2.612734
C: 4.225684 -1.245148 -3.172292
C: 4.982854 -0.915281 -4.287371
C: 4.881940 0.351056 -4.845212
C: 4.036955 1.305631 -4.284475
C: 3.287774 0.989331 -3.167429
C: 2.616933 1.039666 1.163633
C: 3.536556 1.808415 1.916673
H: 0.195472 0.686366 3.957187
H: -1.423883 0.630996 5.795548
H: -4.420212 0.991473 5.950242
H: -4.084652 -0.709629 6.091331
H: -6.244204 0.508070 4.473247
H: -5.915018 -1.198485 4.647468
H: -6.445900 -0.729352 1.679886
H: -5.017362 -0.568121 -0.271713
H: -4.453939 -1.341270 -2.750902
H: -6.128246 -0.313682 -4.234134
H: -6.313627 2.141951 -4.388022
H: -4.826334 3.592446 -3.051118
H: -3.153509 2.595420 -1.545163
H: -1.905223 -1.311875 -3.473222
H: -1.173025 -3.553041 -4.118245
H: -0.989271 -5.340208 -2.418608
H: -1.476908 -4.853990 -0.048749
H: -2.154981 -2.595864 0.643010
H: -0.139770 2.687395 2.420960
H: 1.555017 4.116141 3.472034
H: 4.353999 3.461309 4.449342
H: 4.496324 4.528704 3.082596
H: 6.128617 2.108979 3.602983
H: 6.324307 3.227290 2.273800
H: 6.529417 0.462150 1.028690
H: 5.023709 -0.733983 -0.455797
H: 1.660903 -2.842722 -2.895264
H: 1.506840 -5.266573 -2.520221
H: 2.093061 -6.222826 -0.319504
H: 2.810781 -4.753928 1.528792
H: 2.968231 -2.323098 1.183908
H: 4.300500 -2.239768 -2.751119
H: 5.647059 -1.649631 -4.722235
H: 5.468344 0.601757 -5.719266
H: 3.976668 2.294208 -4.718791
H: 2.671915 1.760680 -2.711370
Cl: -1.949204 4.506813 0.381831
C: -0.641514 5.070833 -0.628410
Cl: 0.290140 3.677800 -1.343934
H: 0.088828 5.626993 -0.054384
H: -1.023443 5.627377 -1.475083

Cartesian forces (eV/Å) of the 2 atoms listed first:
Sn 0.0 0.0 -0.3
O 0.3 0.2 0.1

No. 2
Entry from the Open Molecules 2025 dataset: one molecule with the formula C22H24N6O3 at a distorted geometry (wB97M-V/def2-TZVPD).

The calculation puts the HOMO energy at -8.1 eV. The energy above the lowest of the compared OMol25 structures with the same formula, charge and spin is 0.000 eV. The SMILES is COc1ccccc1NC(=O)C1=C(C)Nc2nc(CCCO)nn2[C@@H]1c1cccnc1.

Geometry (Å):
C: -3.170775 -3.415666 0.347294
O: -2.980186 -2.020953 0.312071
C: -4.074057 -1.203113 0.467989
C: -5.373769 -1.638586 0.651500
C: -6.401923 -0.716568 0.794210
C: -6.135419 0.637047 0.754563
C: -4.837443 1.088072 0.574082
C: -3.800814 0.180323 0.430014
N: -2.460992 0.532637 0.261311
C: -1.922319 1.761900 0.011078
O: -2.591367 2.775911 -0.088670
C: -0.446439 1.752149 -0.119545
C: 0.203490 2.788674 -0.705281
C: -0.456809 3.983771 -1.306640
N: 1.580016 2.803371 -0.799742
C: 2.315576 1.899714 -0.096350
N: 3.611840 1.866014 0.121533
C: 3.760623 0.763921 0.903826
C: 5.084790 0.292150 1.379280
C: 5.679077 -0.706309 0.381564
C: 7.038601 -1.226542 0.848608
O: 7.618220 -2.125115 -0.067078
N: 2.632185 0.141664 1.161953
N: 1.703044 0.878003 0.522856
C: 0.302874 0.548540 0.430723
C: 0.172888 -0.686580 -0.446071
C: 0.169110 -0.592166 -1.832846
C: 0.090615 -1.752840 -2.583292
C: 0.023308 -2.965404 -1.913923
N: 0.041306 -3.067226 -0.595894
C: 0.120019 -1.958932 0.116247
H: -3.835570 -3.747155 -0.456180
H: -2.180111 -3.845248 0.200794
H: -3.573614 -3.738445 1.312055
H: -5.600712 -2.692416 0.684095
H: -7.411570 -1.071193 0.935765
H: -6.935917 1.352006 0.865107
H: -4.617960 2.141509 0.538404
H: -1.863005 -0.280552 0.208948
H: -0.670983 4.714407 -0.527760
H: 0.191959 4.440711 -2.051730
H: -1.409057 3.719301 -1.755811
H: 2.056150 3.611345 -1.167864
H: 5.747007 1.152149 1.479640
H: 4.960130 -0.189447 2.349937
H: 5.794950 -0.224504 -0.591195
H: 4.987540 -1.546133 0.265459
H: 6.933921 -1.699709 1.836661
H: 7.749615 -0.401789 0.935579
H: 7.005884 -2.855447 -0.211000
H: -0.045765 0.303684 1.445300
H: 0.218525 0.375622 -2.312307
H: 0.081353 -1.716560 -3.661392
H: -0.045890 -3.900644 -2.453722
H: 0.139627 -2.088550 1.190530

Cartesian forces (eV/Å) of the 2 atoms listed first:
C 0.0 -0.3 0.0
O -0.2 0.6 0.0

No. 3
Entry from the Open Molecules 2025 dataset: C5H7NO as an isolated structure at a distorted geometry (wB97M-V/def2-TZVPD).

The calculation puts the HOMO energy at -7.7 eV. The energy above the lowest of the compared OMol25 structures with the same formula, charge and spin is 6.119 eV.

Geometry (Å):
C: -0.798968 -0.528704 -0.676406
C: 1.076845 0.764570 1.345960
C: 0.457328 -0.833785 -0.702829
C: -2.134824 -0.043007 -0.283555
C: 2.401856 0.739334 1.410169
N: -0.138114 -0.492723 -1.983742
O: -0.046609 1.005614 1.492997
H: 1.410018 -1.093869 -0.301224
H: -2.677546 0.092941 -1.203678
H: -2.123684 0.976205 0.166861
H: -2.753309 -0.685290 0.329688
H: 3.108006 0.877976 0.668153
H: -0.400117 -1.515441 -2.717979
H: 2.619118 0.736179 2.455584

Cartesian forces (eV/Å) of the 2 atoms listed first:
C 0.6 -0.2 0.3
C 0.9 1.6 0.2

No. 4
Entry from the Open Molecules 2025 dataset: C38H28BeNO6PTe as an isolated structure at a distorted geometry (wB97M-V/def2-TZVPD).

The calculation puts the HOMO energy at -7.5 eV. The energy above the lowest of the compared OMol25 structures with the same formula, charge and spin is 0.000 eV.

Geometry (Å):
Be: 0.209159 -0.122183 0.491396
O: -0.729212 -1.015197 1.353623
C: -0.528296 -1.078879 2.672119
C: 0.423969 -0.401601 3.401813
C: 0.647499 -0.725303 4.745294
C: 1.727731 -0.141903 5.383851
C: 2.496377 0.915240 4.792749
C: 2.232985 1.215563 3.438532
C: 1.307259 0.527201 2.690787
O: 1.290055 0.686648 1.355899
N: 2.150417 -0.620651 6.723451
O: 1.374614 -1.393719 7.298596
O: 3.203234 -0.155606 7.162065
H: -1.177615 -1.787208 3.246057
H: 0.114556 -1.404870 5.391954
H: 3.265658 1.465543 5.325618
H: 2.708670 2.058355 2.952200
O: 0.085701 2.486672 -1.742654
C: 0.543127 1.335898 -1.579486
O: -0.106006 0.410356 -0.886261
C: 1.819182 0.947192 -2.264183
C: 2.339789 1.981187 -3.071196
C: 3.352760 1.640674 -3.993001
C: 3.947734 0.376278 -3.989840
C: 3.521865 -0.564137 -3.065214
C: 2.448396 -0.309899 -2.237820
P: 2.072061 -1.615726 -1.050024
C: 3.670617 -2.072130 -0.370543
C: 4.539655 -1.077016 0.113152
C: 5.416975 -1.377180 1.160360
C: 5.550896 -2.635370 1.704368
C: 4.830467 -3.669645 1.087829
C: 3.974649 -3.377265 0.016462
C: 1.477826 -3.092018 -1.936707
C: 0.823608 -4.060901 -1.152946
C: 0.062653 -5.086836 -1.712745
C: 0.171446 -5.358545 -3.067776
C: 0.923107 -4.488343 -3.870953
C: 1.549620 -3.347050 -3.312856
H: 1.826992 2.954327 -3.030167
H: 3.584728 2.397712 -4.714998
H: 4.681434 0.086270 -4.742852
H: 4.044628 -1.511225 -2.974476
H: 4.499982 -0.025384 -0.181314
H: 6.079298 -0.572678 1.470421
H: 6.147279 -2.843196 2.609610
H: 4.925479 -4.667830 1.474811
H: 3.429778 -4.211310 -0.511411
H: 0.786402 -3.868462 -0.062462
H: -0.488944 -5.733105 -1.063847
H: -0.226250 -6.247996 -3.525215
H: 0.975837 -4.656648 -4.931985
H: 2.149632 -2.716944 -3.981332
Te: -2.862263 3.089146 0.094893
C: -4.701146 3.425987 1.230978
C: -5.539314 2.403954 1.687298
C: -6.464733 2.667964 2.686622
C: -6.645819 3.983046 3.149327
C: -5.942885 5.014078 2.556039
C: -4.945292 4.740711 1.619672
C: -3.796200 2.394388 -1.724121
C: -4.828554 1.424717 -1.785724
C: -5.378869 1.097941 -3.013916
C: -4.823389 1.703111 -4.157658
C: -3.875885 2.714836 -4.095779
C: -3.368086 3.091825 -2.846738
H: -5.428225 1.365255 1.303731
H: -7.106928 1.916924 3.110042
H: -7.354801 4.222040 3.926421
H: -6.270371 6.021918 2.813083
H: -4.303313 5.545639 1.194676
H: -5.098043 0.907412 -0.857728
H: -6.152835 0.339362 -3.053672
H: -5.152546 1.411307 -5.159202
H: -3.542520 3.225010 -5.003477
H: -2.567447 3.842269 -2.713520

Cartesian forces (eV/Å) of the 2 atoms listed first:
Be 0.9 0.7 -0.4
O 0.4 -0.4 4.2